Entry 1:
Density functional theory data (wB97M-V/def2-TZVPD) for a 15-piece molecular cluster, C3H35N2O15S overall at a distorted geometry.

Calculated values
charge: -1
HOMO: -7.20 eV
energy relative to the best compared isomer or geometry (same formula, charge and spin): 41.8 kcal/mol

Each atom is followed by the atoms it is bonded to, with distances in Å.
Cartesian coordinates (Å):
1 C -0.81 -0.78 0.23  C2 1.546, N4 1.442, H8 1.097, H9 1.091
2 C -2.36 -0.84 0.23  C1 1.546, S3 1.795, H10 1.084, H11 1.096
3 S -3.10 -0.68 1.86  C2 1.795, H24 1.351
4 N -0.46 -1.13 -1.12  C1 1.442, C5 1.373, H12 1.009
5 C 0.50 -0.58 -1.94  N4 1.373, N6 1.354, O7 1.242
6 N 1.06 0.58 -1.56  C5 1.354, H13 1.020, H14 1.014
7 O 0.69 -1.14 -3.04  C5 1.242
8 H -0.60 0.27 0.46  C1 1.097
9 H -0.31 -1.30 1.04  C1 1.091
10 H -2.79 -0.14 -0.47  C2 1.084
11 H -2.50 -1.87 -0.13  C2 1.096
12 H -0.90 -1.92 -1.55  N4 1.009
13 H 0.85 1.03 -0.67  N6 1.020
14 H 1.98 0.97 -1.77  N6 1.014
15 H 3.74 1.16 0.76  O17 0.951
16 H 3.94 2.64 1.16  O17 0.962
17 O 4.30 1.92 0.63  H15 0.951, H16 0.962
18 H 2.63 -1.49 -0.68  O20 0.962
19 H 3.77 -2.42 -0.41  O20 0.966
20 O 2.83 -2.30 -0.21  H18 0.962, H19 0.966
21 H -0.73 -3.00 2.90  O23 0.959
22 H -1.99 -3.88 2.86  O23 0.959
23 O -1.11 -3.81 3.24  H21 0.959, H22 0.959
24 H -2.36 0.31 2.41  S3 1.351
25 H -0.34 2.21 3.23  O26 0.977
26 O -0.83 2.00 2.41  H25 0.977, H42 1.051
27 H -1.55 0.87 -1.97  O29 0.967
28 H -2.02 2.30 -2.15  O29 0.965
29 O -2.08 1.43 -2.55  H27 0.967, H28 0.965
30 H -2.17 3.65 0.96  O32 0.966
31 H -2.95 2.44 1.19  O32 0.966
32 O -2.93 3.19 0.59  H30 0.966, H31 0.966
33 H -3.92 -0.03 -2.73  O35 0.969
34 H -3.21 0.04 -3.97  O35 0.967
35 O -3.77 -0.60 -3.50  H33 0.969, H34 0.967
36 H 0.90 4.05 0.93  O38 0.963
37 H 1.34 3.64 -0.70  O44 0.984
38 O 1.08 3.12 1.10  H36 0.963
39 H 0.59 -4.24 -1.55  O41 0.956
40 H 0.38 -3.06 -2.56  O41 0.966
41 O 0.15 -3.98 -2.36  H39 0.956, H40 0.966
42 H -0.06 2.52 1.91  O26 1.051
43 H 0.91 3.51 -2.14  O44 0.966
44 O 1.65 3.83 -1.61  H37 0.984, H43 0.966
45 H 2.55 -2.13 -2.52  O47 0.961
46 H 2.82 -2.46 -3.91  O47 0.966
47 O 3.07 -2.76 -3.03  H45 0.961, H46 0.966
48 H -3.04 -3.92 -0.22  O50 0.954
49 H -1.78 -4.23 -1.23  O50 0.961
50 O -2.10 -4.02 -0.35  H48 0.954, H49 0.961
51 H 2.05 2.86 2.17  O53 1.048
52 H 2.77 1.57 2.87  O53 0.963
53 O 2.68 2.52 2.94  H51 1.048, H52 0.963
54 H 1.60 1.80 4.27  O56 0.975
55 H 0.86 0.67 5.14  O56 0.955
56 O 1.10 1.59 5.09  H54 0.975, H55 0.955

Entry 2:
Density functional theory data (wB97M-V/def2-TZVPD) for a 4-piece molecular cluster, C38H59ClF3NOP overall.

Calculated values
charge: +1
HOMO: -10.33 eV
energy relative to the best compared isomer or geometry (same formula, charge and spin): 0.0 kcal/mol

Each atom is followed by the atoms it is bonded to, with distances in Å.
Cartesian coordinates (Å):
1 C -1.60 -2.44 -4.70  C2 1.527, H25 1.092, H26 1.089, H27 1.091
2 C -1.62 -2.15 -3.20  C1 1.527, C3 1.530, H28 1.094, H29 1.099
3 C -1.10 -0.75 -2.84  C2 1.530, C4 1.528, H30 1.097, H31 1.101
4 C -1.23 -0.41 -1.36  C3 1.528, C5 1.536, H32 1.097, H33 1.095
5 C -0.70 0.99 -1.00  C4 1.536, C6 1.539, H34 1.097, H35 1.095
6 C -0.15 1.08 0.43  C5 1.539, C7 1.524, H36 1.097, H37 1.094
7 C 1.15 0.30 0.60  C6 1.524, C8 1.529, H38 1.092, H39 1.097
8 C 2.41 1.11 0.29  C7 1.529, C9 1.539, H40 1.100, H41 1.097
9 C 3.73 0.39 0.61  C8 1.539, C10 1.537, H42 1.094, H43 1.094
10 C 3.74 -1.11 0.28  C9 1.537, C11 1.537, H44 1.097, H45 1.092
11 C 3.40 -1.39 -1.19  C10 1.537, C12 1.526, H46 1.093, H47 1.095
12 C 4.37 -2.36 -1.86  C11 1.526, C13 1.535, H48 1.098, H49 1.093
13 C 4.10 -2.46 -3.37  C12 1.535, P14 1.794, H50 1.094, H51 1.094
14 P 3.95 -4.15 -3.96  C13 1.794, C15 1.850, C17 1.838, C21 1.821
15 C 5.49 -5.08 -3.53  P14 1.850, N16 1.435, H52 1.091, H53 1.095
16 N 5.40 -6.39 -2.97  C15 1.435, H54 1.011, H55 1.010
17 C 2.49 -5.03 -3.26  P14 1.838, O18 1.388, H56 1.098, H57 1.096
18 O 2.66 -5.54 -1.98  C17 1.388, C19 1.442
19 C 1.85 -4.99 -0.92  O18 1.442, C20 1.511, H58 1.096, H59 1.090
20 C 1.63 -6.08 0.11  C19 1.511, H60 1.091, H61 1.090, H62 1.089
21 C 3.71 -4.23 -5.76  P14 1.821, C22 1.530, H63 1.095, H64 1.095
22 C 3.33 -2.94 -6.49  C21 1.530, C23 1.507, Cl24 1.801, H65 1.091
23 C 3.33 -3.13 -7.99  C22 1.507, H66 1.092, H67 1.088, H68 1.091
24 Cl 1.71 -2.44 -5.90  C22 1.801
25 H -2.00 -1.59 -5.26  C1 1.092
26 H -0.60 -2.62 -5.07  C1 1.089
27 H -2.21 -3.31 -4.94  C1 1.091
28 H -2.63 -2.25 -2.81  C2 1.094
29 H -1.02 -2.90 -2.66  C2 1.099
30 H -1.65 -0.01 -3.42  C3 1.097
31 H -0.05 -0.66 -3.16  C3 1.101
32 H -0.72 -1.17 -0.76  C4 1.097
33 H -2.28 -0.47 -1.08  C4 1.095
34 H 0.07 1.30 -1.71  C5 1.097
35 H -1.51 1.72 -1.11  C5 1.095
36 H 0.03 2.14 0.68  C6 1.097
37 H -0.90 0.74 1.14  C6 1.094
38 H 1.12 -0.58 -0.04  C7 1.092
39 H 1.23 -0.08 1.63  C7 1.097
40 H 2.36 2.02 0.90  C8 1.100
41 H 2.39 1.43 -0.76  C8 1.097
42 H 4.56 0.88 0.07  C9 1.094
43 H 3.96 0.52 1.67  C9 1.094
44 H 4.74 -1.51 0.51  C10 1.097
45 H 3.05 -1.65 0.93  C10 1.092
46 H 2.39 -1.80 -1.28  C11 1.093
47 H 3.39 -0.46 -1.77  C11 1.095
48 H 4.30 -3.35 -1.38  C12 1.098
49 H 5.40 -2.02 -1.69  C12 1.093
50 H 3.17 -1.95 -3.63  C13 1.094
51 H 4.90 -1.99 -3.96  C13 1.094
52 H 6.04 -4.42 -2.86  C15 1.091
53 H 6.07 -5.12 -4.47  C15 1.095
54 H 4.83 -7.03 -3.50  N16 1.011
55 H 5.03 -6.38 -2.03  N16 1.010
56 H 1.65 -4.33 -3.34  C17 1.098
57 H 2.31 -5.85 -3.96  C17 1.096
58 H 0.91 -4.65 -1.36  C19 1.096
59 H 2.34 -4.12 -0.49  C19 1.090
60 H 0.75 -5.85 0.70  C20 1.091
61 H 1.47 -7.03 -0.39  C20 1.090
62 H 2.48 -6.18 0.79  C20 1.089
63 H 4.64 -4.64 -6.18  C21 1.095
64 H 2.92 -4.97 -5.96  C21 1.095
65 H 4.02 -2.14 -6.22  C22 1.091
66 H 2.90 -4.09 -8.28  C23 1.092
67 H 2.75 -2.35 -8.48  C23 1.088
68 H 4.35 -3.07 -8.37  C23 1.091
69 F 3.01 2.90 2.91  C70 1.357
70 C 2.34 3.05 4.08  F69 1.357, C71 1.379, C75 1.379
71 C 2.80 2.37 5.19  C70 1.379, C72 1.389, H76 1.081
72 C 2.10 2.53 6.38  C71 1.389, C73 1.388, H77 1.082
73 C 0.98 3.34 6.44  C72 1.388, C74 1.388, H78 1.081
74 C 0.55 4.01 5.31  C73 1.388, C75 1.389, H79 1.082
75 C 1.23 3.87 4.10  C70 1.379, C74 1.389, H80 1.081
76 H 3.68 1.75 5.12  C71 1.081
77 H 2.45 2.01 7.27  C72 1.082
78 H 0.44 3.47 7.37  C73 1.081
79 H -0.32 4.65 5.36  C74 1.082
80 H 0.92 4.38 3.20  C75 1.081
81 F -1.75 5.34 7.32  C82 1.354
82 C -3.03 5.25 6.91  F81 1.354, C83 1.380, C87 1.380
83 C -3.99 4.86 7.83  C82 1.380, C84 1.388, H88 1.081
84 C -5.31 4.78 7.40  C83 1.388, C85 1.389, H89 1.082
85 C -5.65 5.09 6.09  C84 1.389, C86 1.388, H90 1.081
86 C -4.66 5.49 5.20  C85 1.388, C87 1.389, H91 1.083
87 C -3.34 5.57 5.61  C82 1.380, C86 1.389, H92 1.082
88 H -3.70 4.62 8.84  C83 1.081
89 H -6.08 4.47 8.10  C84 1.082
90 H -6.68 5.03 5.76  C85 1.081
91 H -4.92 5.74 4.18  C86 1.083
92 H -2.55 5.89 4.93  C87 1.082
93 F -8.55 4.70 4.49  C94 1.353
94 C -8.76 4.88 3.17  F93 1.353, C95 1.380, C99 1.380
95 C -8.19 3.98 2.29  C94 1.380, C96 1.388, H100 1.081
96 C -8.41 4.16 0.93  C95 1.388, C97 1.388, H101 1.082
97 C -9.18 5.23 0.48  C96 1.388, C98 1.388, H102 1.082
98 C -9.73 6.12 1.39  C97 1.388, C99 1.388, H103 1.082
99 C -9.53 5.95 2.76  C94 1.380, C98 1.388, H104 1.081
100 H -7.60 3.16 2.67  C95 1.081
101 H -7.98 3.47 0.22  C96 1.082
102 H -9.35 5.37 -0.58  C97 1.082
103 H -10.33 6.95 1.05  C98 1.082
104 H -9.95 6.62 3.49  C99 1.081